DFT (ωB97M-V with the def2-TZVPD basis set) results for the molecule C3H9N3O in a non-equilibrium geometry.

Last column: Löwdin charge in e.
CARTESIAN COORDINATES (ANGSTROEM)
N1 0.605 0.131 2.327  0.00
C1 -0.679 -0.483 1.965  -0.25
C2 -0.654 -1.118 0.575  -0.19
N2 -0.855 -0.068 -0.437  0.04
C3 0.076 0.432 -1.306  -0.61
N3 1.226 -0.361 -1.502  0.13
O1 -0.028 1.496 -1.867  0.05
H1 1.372 -0.289 1.823  0.05
H2 0.668 1.107 2.045  0.07
H3 -1.517 0.206 1.885  0.11
H4 -0.864 -1.223 2.739  0.10
H5 0.221 -1.633 0.175  0.10
H6 -1.459 -1.846 0.465  0.11
H7 -1.806 0.096 -0.718  0.14
H8 1.812 0.064 -2.197  0.09
H9 1.734 -0.673 -0.693  0.07

Values from the calculation:
- energy (eV) = -9774.90791
- HOMO energy (eV) = -9.4
- energy relative to the best compared isomer or geometry (same formula, charge and spin) (eV) = 0.631

---

DFT (ωB97M-V with the def2-TZVPD basis set) results for a cluster of 2 separate species, C3H9N3O2 in total in a non-equilibrium geometry.

Last column: Löwdin charge in e.
CARTESIAN COORDINATES (ANGSTROEM)
O1 -3.251 -1.820 -1.550  -0.05
N1 -2.966 -0.948 -0.751  -0.25
N2 -2.100 0.022 -0.807  -0.04
O2 -1.524 0.064 -2.076  -0.05
H1 -3.439 -0.943 0.257  0.22
H2 -1.219 0.974 -2.260  0.11
C1 2.193 -0.599 0.421  -0.08
C2 0.896 0.136 0.489  -0.49
C3 0.896 1.548 0.985  -0.04
N3 -0.174 -0.503 0.331  0.11
H3 2.544 -0.878 1.501  0.11
H4 2.342 -1.545 -0.219  0.10
H5 3.037 0.212 0.248  0.10
H6 0.477 2.179 0.275  0.05
H7 1.903 1.884 1.087  0.05
H8 0.464 1.652 2.048  0.12
H9 -0.080 -1.434 0.020  0.05

Values from the calculation:
- energy (eV) = -11816.38247
- HOMO energy (alpha / beta) (eV) = -8.3 / -8.3
- energy relative to the best compared isomer or geometry (same formula, charge and spin) (eV) = 7.677

---

DFT (ωB97M-V with the def2-TZVPD basis set) results for the molecule C3H9N3OS in a non-equilibrium geometry.

Last column: Löwdin charge in e.
CARTESIAN COORDINATES (ANGSTROEM)
C1 -2.780 -0.759 -0.319  -0.10
O1 -1.595 -0.101 0.054  -0.22
N1 -0.531 -0.974 -0.071  0.09
C2 0.545 -0.369 0.267  -0.43
C3 0.592 1.039 0.648  -0.28
N2 0.583 1.941 -0.488  0.00
N3 1.726 -1.160 0.287  -0.38
S1 3.165 -0.554 -0.374  0.74
H1 -2.795 -1.093 -1.358  0.08
H2 -3.543 -0.032 -0.281  0.07
H3 -3.023 -1.667 0.269  0.09
H4 1.460 1.326 1.367  0.14
H5 -0.361 1.246 1.245  0.13
H6 -0.169 1.580 -1.093  0.07
H7 1.478 1.737 -1.002  0.06
H8 1.598 -2.095 0.008  0.05
H9 3.649 -0.066 0.840  -0.11

Values from the calculation:
- energy (eV) = -20607.26059
- HOMO energy (eV) = -8.7
- energy relative to the best compared isomer or geometry (same formula, charge and spin) (eV) = 2.862

---

What is the energy relative to the best compared isomer or geometry (same formula, charge and spin) in the first record? 0.631 eV

---

Look up the energy relative to the best compared isomer or geometry (same formula, charge and spin) of the second one. 7.677 eV

---

Which value of energy relative to the best compared isomer or geometry (same formula, charge and spin) does entry 2 give? 7.677 eV

---

What is the formula in the second record? C3H9N3O2